{
  "formula": "C41H39N5O5PTa",
  "method": "wB97M-V/def2-TZVPD",
  "gap_ev": 6.78,
  "de_lowest_kj_mol": 0.0,
  "charge": 2,
  "energy_ev": -71668.4578,
  "symbols": ["Ta", "C", "C", "C", "O", "C", "O", "O", "H", "H", "H", "H", "H", "H", "H", "C", "C", "C", "C", "C", "C", "P", "C", "C", "C", "C", "C", "C", "C", "C", "C", "C", "C", "C", "H", "H", "H", "H", "H", "H", "H", "H", "H", "H", "H", "H", "H", "H", "C", "C", "O", "C", "C", "C", "C", "C", "C", "O", "H", "H", "H", "H", "H", "H", "H", "C", "C", "N", "C", "C", "N", "C", "N", "N", "N", "C", "C", "C", "C", "C", "C", "H", "H", "H", "H", "H", "H", "H", "H", "H", "H", "H"],
  "xyz": [[-1.687, -0.121, -0.275], [-2.013, 3.765, 2.600], [-3.026, 2.866, 1.889], [-4.395, 3.528, 1.803], [-3.100, 1.582, 2.500], [-2.502, 2.586, 0.488], [-2.842, 3.066, -0.545], [-1.493, 1.628, 0.493], [-2.353, 3.933, 3.623], [-1.934, 4.735, 2.113], [-1.034, 3.291, 2.635], [-4.644, 3.989, 2.759], [-5.153, 2.782, 1.569], [-4.412, 4.299, 1.035], [-3.365, 1.703, 3.419], [3.062, 1.438, 4.467], [2.047, 2.104, 3.794], [1.352, 1.458, 2.784], [1.671, 0.143, 2.452], [2.700, -0.519, 3.121], [3.389, 0.132, 4.131], [0.690, -0.684, 1.194], [1.775, -1.858, 0.354], [2.991, -1.397, -0.152], [3.794, -2.242, -0.900], [3.385, -3.544, -1.159], [2.179, -4.006, -0.653], [1.374, -3.168, 0.105], [-0.575, -1.682, 1.998], [-0.513, -2.471, 3.139], [-1.634, -3.197, 3.498], [-2.799, -3.131, 2.732], [-2.863, -2.316, 1.614], [-1.739, -1.563, 1.239], [3.606, 1.941, 5.255], [1.802, 3.125, 4.055], [0.561, 1.968, 2.250], [2.967, -1.532, 2.846], [4.186, -0.378, 4.654], [3.328, -0.385, 0.053], [4.743, -1.891, -1.279], [4.017, -4.202, -1.740], [1.871, -5.027, -0.832], [0.442, -3.544, 0.508], [0.394, -2.521, 3.730], [-1.613, -3.825, 4.378], [-3.663, -3.708, 3.032], [-3.792, -2.252, 1.061], [-3.082, -3.222, -3.153], [-3.232, -2.067, -2.226], [-2.182, -1.610, -1.689], [-4.516, -1.495, -1.944], [-5.687, -1.963, -2.578], [-6.909, -1.410, -2.285], [-7.003, -0.381, -1.346], [-5.883, 0.103, -0.696], [-4.644, -0.450, -0.999], [-3.562, 0.019, -0.363], [-2.039, -3.516, -3.214], [-3.445, -2.956, -4.147], [-3.682, -4.063, -2.806], [-5.626, -2.761, -3.303], [-7.798, -1.772, -2.780], [-7.971, 0.048, -1.121], [-5.946, 0.896, 0.034], [0.498, 2.569, -1.658], [0.637, 1.155, -2.091], [-0.142, 0.100, -1.776], [0.370, -0.988, -2.484], [1.435, -0.588, -3.202], [1.589, 0.755, -2.947], [2.673, 1.550, -3.536], [3.939, 1.084, -3.085], [4.555, 0.073, -3.761], [5.632, -0.233, -3.173], [5.784, 0.570, -2.062], [6.795, 0.602, -1.097], [6.647, 1.509, -0.074], [5.534, 2.371, -0.010], [4.535, 2.356, -0.956], [4.684, 1.429, -1.989], [-0.084, 2.643, -0.750], [0.006, 3.160, -2.432], [1.479, 2.999, -1.461], [-0.039, -1.974, -2.386], [2.113, -1.123, -3.844], [2.532, 2.595, -3.272], [2.629, 1.443, -4.618], [7.647, -0.057, -1.166], [7.401, 1.580, 0.697], [5.472, 3.077, 0.807], [3.702, 3.044, -0.898]],
  "forces_ev_per_a": [[1.178, 0.216, 0.160], [-0.059, -0.052, 0.026], [-0.104, 0.203, -0.026], [0.012, -0.001, 0.010], [0.043, 0.041, 0.090], [0.202, -0.310, -0.089], [-0.079, 0.238, 0.024], [-0.579, -0.465, -0.118], [0.015, 0.001, 0.006], [-0.005, 0.018, -0.042], [0.021, 0.016, 0.013], [-0.022, -0.037, 0.021], [-0.003, 0.007, -0.057], [0.016, 0.027, 0.026], [-0.018, -0.033, 0.007], [-0.013, 0.051, 0.012], [0.016, 0.016, 0.017], [0.026, -0.016, 0.010], [0.039, 0.207, -0.128], [-0.017, -0.038, -0.048], [0.018, -0.016, 0.004], [-0.469, -0.278, 0.005], [0.142, 0.100, -0.014], [0.030, 0.011, -0.013], [0.027, 0.008, -0.021], [-0.017, -0.018, 0.002], [0.031, -0.032, -0.017], [-0.057, 0.000, -0.020], [0.237, 0.114, 0.092], [0.065, -0.028, -0.014], [-0.004, -0.010, 0.007], [-0.037, 0.057, -0.076], [-0.102, -0.060, 0.112], [-0.299, -0.471, 0.338], [0.002, 0.011, 0.008], [-0.002, 0.011, 0.008], [-0.007, -0.011, -0.017], [0.006, -0.015, 0.008], [0.009, -0.015, 0.004], [-0.017, 0.007, 0.005], [0.026, 0.015, -0.016], [0.007, -0.010, -0.013], [-0.001, -0.025, -0.006], [-0.011, 0.007, 0.007], [-0.002, -0.002, -0.006], [0.007, -0.006, 0.019], [-0.023, -0.001, -0.021], [-0.005, -0.010, -0.003], [0.085, -0.001, 0.025], [-0.218, 0.065, 0.034], [0.147, 0.123, 0.112], [-0.167, 0.155, 0.137], [0.029, 0.049, 0.059], [-0.008, -0.097, -0.092], [0.050, 0.088, 0.092], [0.092, -0.206, -0.171], [-0.286, -0.046, -0.086], [-0.251, 0.404, 0.037], [-0.011, -0.018, -0.011], [0.010, 0.018, -0.019], [0.002, -0.019, 0.015], [0.017, -0.012, -0.012], [-0.004, -0.001, 0.000], [-0.009, 0.001, 0.000], [0.028, 0.016, 0.014], [0.031, 0.013, 0.053], [0.051, 0.048, -0.005], [0.289, 0.258, -0.488], [0.104, -0.203, 0.011], [-0.036, -0.126, 0.020], [-0.227, -0.004, 0.040], [0.012, 0.052, -0.005], [0.192, 0.193, 0.055], [-0.238, -0.011, -0.150], [0.257, -0.206, -0.038], [-0.252, 0.217, 0.103], [-0.051, -0.003, -0.045], [0.022, 0.000, 0.036], [0.015, 0.047, 0.067], [-0.067, 0.020, -0.020], [0.109, -0.197, -0.001], [-0.009, -0.001, -0.025], [-0.005, 0.004, 0.011], [-0.015, 0.023, -0.013], [0.013, 0.022, -0.027], [0.004, -0.027, -0.013], [0.025, -0.030, -0.016], [0.009, -0.019, 0.038], [0.027, -0.010, 0.002], [0.022, -0.015, -0.004], [-0.004, 0.006, 0.006], [-0.010, 0.010, -0.002]]
}